# 1
Entry from the OMol25 dataset: C5H5FLuO4 as an isolated structure in a non-equilibrium geometry (ωB97M-V/def2-TZVPD).

Geometry as XYZ:
```
16
Properties=species:S:1:pos:R:3:forces:R:3:mulliken_charge:R:1
C -0.4078 1.4984 0.3873 -4.3 3.2 -1.7 0.99
C -0.7914 2.4332 1.5447 -0.3 0.1 0.2 -0.54
O -2.1956 2.6208 1.3825 1.1 0.5 0.7 -0.28
C -2.6811 1.7488 0.4962 -3.3 0.2 -0.3 0.61
O -1.6993 1.0212 -0.0458 2.5 -1.0 -0.1 -0.36
O -3.8428 1.6316 0.2295 1.8 0.1 0.3 -0.45
O 0.4130 0.5296 0.6199 6.4 -3.5 1.5 -0.66
F 0.0327 2.2841 -0.6856 0.5 -0.7 0.7 -0.30
H -0.2813 3.3990 1.4833 -0.1 -0.2 -0.1 0.30
Lu 2.4573 -0.1608 1.0241 -4.2 1.3 -1.2 2.03
H -0.5925 1.9502 2.5102 -0.1 0.1 -0.1 0.31
C 4.4882 -1.8285 2.8562 -0.1 0.0 0.1 -0.32
C 4.6394 -0.7252 2.1443 -0.4 0.0 -0.5 -0.48
H 3.7355 -1.9331 3.6468 0.3 -0.1 0.1 0.40
H 5.1021 -2.7160 2.6367 -0.1 0.0 0.0 0.30
H 5.4555 -0.3157 1.5371 0.1 0.0 0.3 0.45
```
Forces are in eV/Å.

Results
relative energy (zero: lowest compared OMol25 entry of this formula, charge and spin): 40.40 kcal/mol
E: -49770.479 eV
total charge: +2
expectation value of S²: 0.75
spin multiplicity: 2

# 2
Entry from the OMol25 dataset: one molecule with the formula C5H5FN2 in a non-equilibrium geometry (ωB97M-V/def2-TZVPD).

Geometry as XYZ:
```
13
Properties=species:S:1:pos:R:3:forces:R:3:mulliken_charge:R:1
H 3.2143 -1.0980 0.1629 -2.7 -0.5 0.0 0.24
N 2.1851 -1.4667 0.1868 3.5 -0.2 -0.1 -0.70
C 1.2800 -0.6170 -0.0434 3.2 -0.7 -0.3 0.47
C 1.2814 0.7929 -0.2321 -4.6 4.8 2.0 -0.52
C -0.0803 1.2951 0.0464 5.9 -3.2 -1.2 -0.56
C -0.8299 0.1126 0.1367 -3.4 -3.0 -0.8 0.57
C -2.2108 0.0178 0.2782 -0.9 1.8 -2.1 -0.28
F -3.1344 -1.0588 -0.1421 3.0 2.2 1.4 -0.27
N 0.0233 -0.9686 -0.1317 -6.3 0.0 0.7 -0.20
H 2.0707 1.5106 -0.2150 0.8 -0.2 -0.4 0.37
H -0.4995 2.2262 -0.0200 -0.5 2.3 0.2 0.45
H -2.7545 1.0434 0.2115 0.6 -2.3 0.5 0.22
H -0.5455 -1.7897 -0.2381 1.4 -1.0 0.2 0.21
```
Forces are in eV/Å.

Results
relative energy (zero: lowest compared OMol25 entry of this formula, charge and spin): 63.16 kcal/mol
E: -10960.389 eV
SMILES string: [H]/N=C1C=C/C(=C/F)N\1

# 3
Entry from the OMol25 dataset: a 2-piece molecular cluster, C5H5FO overall in a non-equilibrium geometry (ωB97M-V/def2-TZVPD).

Geometry as XYZ:
```
12
Properties=species:S:1:pos:R:3:forces:R:3:mulliken_charge:R:1
C 0.3147 -1.5202 -0.1608 0.0 -0.6 -0.1 -0.21
C 1.4154 -0.5768 -0.2363 0.2 0.5 0.0 0.06
C -1.7805 1.5671 0.4631 -0.6 -0.9 -1.4 0.07
C -0.9489 -1.2079 0.0189 -0.8 0.5 0.3 0.09
C 1.3111 0.7472 -0.2395 0.1 0.0 0.0 -0.64
O -2.4046 2.1182 -0.3623 0.5 -0.2 0.8 -0.32
F -1.9913 -2.0233 0.1146 0.5 0.3 -0.1 -0.19
H 0.5917 -2.5721 -0.2608 -0.3 0.1 0.0 0.30
H 2.3977 -1.0279 -0.2953 0.1 0.0 0.0 0.28
H -1.4304 1.8843 1.4437 0.1 0.4 0.5 0.30
H 2.1793 1.3806 -0.2901 0.2 0.1 0.0 0.26
H 0.3460 1.2307 -0.1953 0.1 0.0 -0.1 0.00
```
Forces are in eV/Å.

Results
relative energy (zero: lowest compared OMol25 entry of this formula, charge and spin): 116.61 kcal/mol
E: -10025.020 eV

# 4
Entry from the OMol25 dataset: one molecule with the formula C5H5FO2 in a non-equilibrium geometry (ωB97M-V/def2-TZVPD).

Geometry as XYZ:
```
13
Properties=species:S:1:pos:R:3:forces:R:3:mulliken_charge:R:1
C -1.1720 1.4184 -0.3764 -1.8 2.4 -1.4 -0.85
C -0.4775 0.3693 -0.0239 -0.4 0.3 0.8 0.35
C -1.3871 -0.7822 0.1977 0.9 -1.9 -1.6 0.04
O -2.5530 -0.6976 -0.0869 -0.5 -0.5 0.9 -0.48
C 1.0122 0.4818 0.0569 -2.0 3.9 -1.5 0.67
O 1.5424 1.5856 -0.1120 -0.2 -2.4 0.7 -0.58
C 1.5938 -0.7922 0.2525 5.3 -2.1 4.0 -0.39
F 1.2258 -1.6560 -0.7519 -0.1 0.0 0.8 -0.23
H -2.3165 1.3762 -0.4002 2.0 0.2 0.0 0.31
H -0.6533 2.2914 -0.7909 -0.3 -0.1 0.5 0.30
H -0.9193 -1.8021 0.2640 -0.3 0.5 0.8 0.30
H 2.8104 -0.6981 0.3383 -3.0 -0.4 -0.6 0.30
H 1.2939 -1.0945 1.4327 0.4 0.1 -3.3 0.26
```
Forces are in eV/Å.

Results
relative energy (zero: lowest compared OMol25 entry of this formula, charge and spin): 55.77 kcal/mol
E: -12075.470 eV
SMILES string: C=C(C=O)C(=O)CF

# 5
Entry from the OMol25 dataset: a 2-piece molecular cluster, C5H5FO2 overall in a non-equilibrium geometry (ωB97M-V/def2-TZVPD).

Geometry as XYZ:
```
13
Properties=species:S:1:pos:R:3:forces:R:3:mulliken_charge:R:1
C 1.6505 -0.1093 0.1765 -1.1 0.4 -0.1 -0.32
C 0.4249 -0.5689 -0.1207 0.4 0.0 0.0 0.16
C 2.7971 -0.9107 -0.0806 3.5 0.0 -0.1 0.37
C 4.5970 0.5127 -0.0099 -2.6 -1.1 -0.3 0.29
C -0.8252 0.2051 0.0395 0.0 0.1 0.1 -1.12
O 3.0727 -2.0322 -0.3079 -0.6 1.2 0.2 -0.37
O 4.6571 1.6011 -0.4682 0.2 -0.5 0.3 -0.40
F 5.6162 -0.0632 0.6624 0.2 0.1 -0.1 -0.22
H 1.8027 0.8893 0.5562 0.1 0.0 0.0 0.31
H 0.3208 -1.5707 -0.5205 0.1 -0.1 0.0 0.35
H -1.3148 0.3121 -0.9282 -0.1 0.0 0.0 0.31
H -0.6378 1.1901 0.4582 0.0 0.1 0.0 0.32
H -1.5115 -0.3392 0.6875 -0.1 0.0 0.0 0.31
```
Forces are in eV/Å.

Results
relative energy (zero: lowest compared OMol25 entry of this formula, charge and spin): 47.50 kcal/mol
E: -12075.829 eV

# 6
Entry from the OMol25 dataset: one molecule with the formula C5H5FS in a non-equilibrium geometry (ωB97M-V/def2-TZVPD).

Geometry as XYZ:
```
12
Properties=species:S:1:pos:R:3:forces:R:3:mulliken_charge:R:1
C 2.4211 1.0097 -0.0815 -0.1 0.4 0.4 -0.83
C 1.1453 1.1123 0.2895 -0.1 -0.9 -0.2 -0.08
C 0.1982 -0.0324 0.1382 1.3 -0.8 -0.9 0.19
S 0.6505 -1.6074 -0.0935 -0.3 1.1 0.4 -0.20
C -1.1955 0.3423 0.0019 -1.8 0.1 0.4 0.53
C -1.6969 1.5636 -0.2357 0.0 0.2 -0.6 -0.77
F -2.0552 -0.7051 0.1629 0.3 0.8 -0.1 -0.25
H 3.1514 1.7981 -0.0210 -0.2 0.5 0.2 0.26
H 2.8385 0.0937 -0.4401 -0.2 -0.6 -0.2 0.25
H 0.6655 1.9993 0.6710 0.4 0.3 0.1 0.36
H -2.7670 1.8084 -0.3551 0.7 -0.6 0.2 0.28
H -1.0328 2.3924 -0.4995 -0.1 -0.4 0.4 0.26
```
Forces are in eV/Å.

Results
relative energy (zero: lowest compared OMol25 entry of this formula, charge and spin): 20.43 kcal/mol
E: -18816.671 eV
SMILES string: C=CC(=S)C(=C)F